# 1
# C2H6O2

A single C2H6O2 molecule (ωB97M-V/def2-TZVPD, the Open Molecules 2025 dataset).

```
10
Properties=species:S:1:pos:R:3:mulliken_charge:R:1
C 0.691 0.392 0.300 -0.29
C -0.127 -0.880 0.109 -0.32
H -0.917 1.557 0.523 0.32
H 1.535 0.374 -0.310 0.25
H 1.027 0.631 1.323 0.28
H -1.086 -0.864 0.742 0.23
H 0.498 -1.817 0.225 0.27
H -0.995 0.028 -1.436 0.36
O -0.213 1.417 -0.143 -0.56
O -0.413 -0.838 -1.334 -0.53
```

Highest occupied orbital energy   -10.151 eV
HOMO-LUMO gap   0.403 hartree
Charge   0
Energy above the lowest of the compared OMol25 structures with the same formula, charge and spin   25.4 kcal per mole

***

# 2
# C2H6O2

2 unconnected molecules or ions with the total composition C2H6O2 (ωB97M-V/def2-TZVPD, the Open Molecules 2025 dataset).

```
10
Properties=species:S:1:pos:R:3:mulliken_charge:R:1
C 1.932 -0.252 -1.136 -0.85
H 1.928 -1.318 -1.361 0.24
H 1.449 0.237 -1.988 0.23
H 2.914 0.186 -0.998 0.24
H 1.245 -0.096 -0.303 0.13
O -1.513 0.998 0.094 -0.44
C -1.837 0.668 1.193 0.21
O -1.944 -0.622 1.604 -0.42
H -1.934 1.327 2.071 0.33
H -2.239 -1.128 0.823 0.32
```

Highest occupied orbital energy   -11.153 eV
HOMO-LUMO gap   0.439 hartree
Charge   0
Energy above the lowest of the compared OMol25 structures with the same formula, charge and spin   4.1 kcal per mole

***

# 3
# C2H6O2S2

2 unconnected molecules or ions with the total composition C2H6O2S2 (ωB97M-V/def2-TZVPD, the Open Molecules 2025 dataset).

```
12
Properties=species:S:1:pos:R:3:mulliken_charge:R:1
C 2.720 -2.197 0.070 -0.77
S 0.985 -2.389 0.671 -0.05
S -0.100 -1.158 -0.321 -0.13
H 3.346 -3.075 0.118 0.31
H 3.168 -1.482 0.796 0.27
H 2.787 -1.851 -0.993 0.27
H 0.177 -0.028 0.381 0.11
O -2.896 3.622 0.496 -0.45
C -2.648 2.811 -0.367 0.23
O -2.681 1.499 -0.067 -0.41
H -2.839 2.965 -1.436 0.31
H -2.020 1.282 0.652 0.31
```

Highest occupied orbital energy   -9.228 eV
HOMO-LUMO gap   0.355 hartree
Charge   0
Energy above the lowest of the compared OMol25 structures with the same formula, charge and spin   25.3 kcal per mole

***

# 4
# C2H6O2Tl

A molecular structure, C2H6O2Tl (ωB97M-V/def2-TZVPD, the Open Molecules 2025 dataset).

```
11
Properties=species:S:1:pos:R:3:mulliken_charge:R:1
C -1.742 -1.103 -0.179 -0.84
C -2.086 0.374 -0.046 -0.32
O -1.012 1.182 0.144 -0.46
H -1.776 -2.293 -0.334 0.28
H -1.342 -1.135 -1.209 0.30
H -1.639 -1.395 0.882 0.31
H -2.805 0.567 0.785 0.27
H -2.631 0.757 -0.944 0.26
O 1.821 -1.212 0.129 -0.73
H 2.407 -1.779 -0.369 0.25
Tl 1.361 0.839 0.360 0.67
```

Highest occupied orbital energy (alpha / beta)   -8.820 / -8.810 eV
HOMO-LUMO gap (alpha / beta)   0.333 / 0.217 hartree
Charge   0
Energy above the lowest of the compared OMol25 structures with the same formula, charge and spin   86.2 kcal per mole
Expectation value of S²   0.7736
2S+1   2

***

# 5
# C2H6O3

2 unconnected molecules or ions with the total composition C2H6O3 (ωB97M-V/def2-TZVPD, the Open Molecules 2025 dataset).

```
11
Properties=species:S:1:pos:R:3:mulliken_charge:R:1
H 0.407 1.362 0.313 0.47
O 1.773 1.780 -0.015 -0.67
O -0.352 0.745 0.626 -0.53
H 2.044 0.915 -0.404 0.38
H 2.003 2.412 -0.704 0.33
C -0.239 -0.386 -0.038 0.81
O 0.687 -0.641 -0.784 -0.65
C -1.362 -1.344 0.202 -1.03
H -1.465 -1.613 1.244 0.28
H -2.358 -1.004 -0.060 0.29
H -1.137 -2.227 -0.380 0.31
```

Highest occupied orbital energy   -10.365 eV
HOMO-LUMO gap   0.404 hartree
Charge   0
Energy above the lowest of the compared OMol25 structures with the same formula, charge and spin   2.9 kcal per mole

***

# 6
# C2H6O3

2 unconnected molecules or ions with the total composition C2H6O3 (ωB97M-V/def2-TZVPD, the Open Molecules 2025 dataset).

```
11
Properties=species:S:1:pos:R:3:mulliken_charge:R:1
C -1.552 0.312 -0.005 -0.81
C -0.438 -0.667 0.009 0.16
O 0.240 -0.850 -1.089 -0.45
O 2.522 0.203 0.436 -0.40
O 1.411 0.574 1.149 -0.38
H -1.665 0.796 1.017 0.29
H -1.373 1.051 -0.851 0.24
H -2.512 -0.276 -0.387 0.28
H -0.532 -1.256 0.930 0.31
H 1.237 -0.771 -0.888 0.40
H 2.664 0.884 -0.322 0.35
```

Highest occupied orbital energy (alpha / beta)   -9.283 / -7.579 eV
HOMO-LUMO gap (alpha / beta)   0.352 / 0.261 hartree
Charge   0
Energy above the lowest of the compared OMol25 structures with the same formula, charge and spin   158.2 kcal per mole

***

# 7
# C2H6O3

2 unconnected molecules or ions with the total composition C2H6O3 (ωB97M-V/def2-TZVPD, the Open Molecules 2025 dataset).

```
11
Properties=species:S:1:pos:R:3:mulliken_charge:R:1
C 0.692 1.415 1.678 -0.60
O 1.061 0.035 1.705 -0.55
H 1.063 1.937 2.569 0.30
H 1.079 1.981 0.834 0.29
H -0.382 1.494 1.713 0.27
H 1.949 -0.004 1.327 0.34
O -0.659 0.513 -1.657 -0.01
C -0.953 -0.681 -1.500 0.43
O -0.417 -1.453 -0.652 -0.21
H -1.737 -1.129 -2.126 0.37
H 0.298 -1.032 -0.099 0.37
```

Highest occupied orbital energy (alpha / beta)   -15.099 / -14.909 eV
HOMO-LUMO gap (alpha / beta)   0.345 / 0.152 hartree
Charge   +1
Energy above the lowest of the compared OMol25 structures with the same formula, charge and spin   38.5 kcal per mole
Expectation value of S²   0.7558
2S+1   2

***

# 8
# C2H6O3S

2 unconnected molecules or ions with the total composition C2H6O3S (ωB97M-V/def2-TZVPD, the Open Molecules 2025 dataset).

```
12
Properties=species:S:1:pos:R:3:mulliken_charge:R:1
C -0.200 0.765 1.602 -0.88
C 0.865 -0.129 1.262 -0.17
O -0.829 -1.625 0.348 -0.48
O -0.815 -0.404 -2.925 -0.32
O 0.448 -0.046 -2.278 -0.37
S 0.565 -1.506 0.609 0.23
H -1.122 0.368 1.104 0.30
H -0.244 0.970 2.623 0.34
H -0.113 1.805 1.288 0.31
H 1.850 0.240 1.365 0.36
H 0.436 -0.091 -1.131 0.38
H -0.841 -0.348 -3.866 0.31
```

Highest occupied orbital energy   -9.656 eV
HOMO-LUMO gap   0.357 hartree
Charge   0
Energy above the lowest of the compared OMol25 structures with the same formula, charge and spin   138.2 kcal per mole

***

# 9
# C2H6O3S

A single C2H6O3S molecule (ωB97M-V/def2-TZVPD, the Open Molecules 2025 dataset).

```
12
Properties=species:S:1:pos:R:3:mulliken_charge:R:1
C -1.352 -0.758 0.386 -1.07
C -0.175 0.106 -0.023 0.73
O -0.153 1.016 1.017 -0.49
O 0.003 0.617 -1.339 -0.54
O 2.499 0.650 -0.318 -0.59
S 1.458 -0.887 0.005 0.06
H -1.076 -1.677 1.098 0.27
H -2.066 -0.132 1.028 0.31
H -1.887 -1.258 -0.509 0.29
H 0.664 1.581 0.910 0.40
H -0.778 1.230 -1.592 0.32
H 2.230 0.969 -1.129 0.31
```

Highest occupied orbital energy (alpha / beta)   -6.589 / -10.201 eV
HOMO-LUMO gap (alpha / beta)   0.261 / 0.297 hartree
Charge   0
Energy above the lowest of the compared OMol25 structures with the same formula, charge and spin   15.0 kcal per mole
Expectation value of S²   2.0087
2S+1   3

***

# 10
# C2H6O3Si

A single C2H6O3Si molecule (ωB97M-V/def2-TZVPD, the Open Molecules 2025 dataset).

```
12
Properties=species:S:1:pos:R:3:mulliken_charge:R:1
C 1.129 1.819 -0.130 -1.06
C -1.841 -1.412 0.531 -0.47
O 0.236 -0.975 -0.316 -0.11
O -1.068 -0.446 -0.079 -0.18
O 2.837 -0.689 -0.915 -0.57
Si 1.548 0.021 -0.493 0.68
H 2.041 2.227 -0.686 0.31
H 0.310 2.262 -0.710 0.34
H 1.150 2.262 0.824 0.38
H -2.122 -2.270 -0.203 0.21
H -1.364 -1.967 1.378 0.25
H -2.856 -0.832 0.798 0.22
```

Highest occupied orbital energy   -10.212 eV
HOMO-LUMO gap   0.386 hartree
Charge   0
Energy above the lowest of the compared OMol25 structures with the same formula, charge and spin   64.3 kcal per mole